Below is a 2-piece molecular cluster, C3H7N3OS overall in a non-equilibrium geometry, with properties calculated with ωB97M-V/def2-TZVPD.

Summary:
Gap between HOMO and LUMO: 9.555 eV
Energy above the lowest of the compared OMol25 structures with the same formula, charge and spin: 91.3 kJ/mol
E_LUMO: 0.60 eV
Structure (SMILES): CN=C(N)N.O=C=S
Energy: -20577.2376 eV

Geometry (Å):
C -0.865 0.085 0.147
C 1.589 -0.115 -1.903
C 1.106 -0.681 1.287
N -1.883 -0.134 -0.811
N -0.120 -0.901 0.440
N -1.008 1.379 0.664
O 1.144 -0.979 -2.482
S 2.231 1.143 -1.335
H 1.888 -1.101 0.673
H 1.197 0.327 1.576
H 0.978 -1.564 2.096
H -1.673 -1.064 -1.210
H -2.827 -0.252 -0.548
H -1.443 2.125 0.110
H -0.314 1.732 1.296

Atomic partial charges in e from the natural (NBO) method, atoms 1 to 4: 0.56, 0.44, -0.44, -0.86

Below is C41H29ClFeIN5O as an isolated structure in a non-equilibrium geometry, with properties calculated with ωB97M-V/def2-TZVPD.

Summary:
Gap between HOMO and LUMO (alpha / beta): 6.796 / 6.404 eV
E_LUMO (alpha / beta): -3.19 / -3.59 eV
Energy: -107491.3406 eV
Spin multiplicity: 6
Total charge: +1

Geometry (Å):
Fe -0.188 0.037 -0.092
C -1.006 3.674 0.419
C -1.809 2.756 1.333
C -2.805 3.252 2.135
C -3.630 2.380 2.850
C -3.391 1.043 2.779
C -2.215 0.615 2.129
N -1.498 1.475 1.360
C -1.613 -0.680 2.415
C -2.141 -1.450 3.396
C -1.765 -2.800 3.491
C -0.674 -3.202 2.741
C -0.046 -2.306 1.828
N -0.632 -1.143 1.625
C 1.358 -2.640 1.371
C 1.647 -3.705 0.548
C 2.966 -3.922 0.143
C 3.932 -3.053 0.599
C 3.524 -1.998 1.427
C 4.566 -1.092 1.998
N 2.290 -1.796 1.825
H -0.724 4.620 0.886
H -1.697 3.939 -0.426
H -0.211 3.130 -0.057
H -2.901 4.330 2.282
H -4.502 2.722 3.388
H -4.039 0.309 3.173
H -2.777 -1.021 4.194
H -2.223 -3.388 4.205
H -0.189 -4.155 2.878
H 0.913 -4.460 0.306
H 3.223 -4.825 -0.379
H 5.000 -3.176 0.452
H 4.513 -0.133 1.463
H 5.563 -1.423 1.958
H 4.312 -0.879 3.047
Cl -5.897 1.771 -3.841
C -4.370 1.596 -3.027
C -3.428 2.542 -3.356
C -2.162 2.481 -2.755
I -0.793 3.817 -3.518
C -1.838 1.460 -1.932
O -0.667 1.395 -1.383
C -2.801 0.479 -1.627
N -2.536 -0.431 -0.666
C -3.331 -1.414 -0.359
C -4.592 -1.492 -0.894
C -4.977 -0.630 -1.859
C -4.100 0.475 -2.197
H -3.670 3.437 -4.017
H -3.007 -2.200 0.360
H -5.121 -2.333 -0.533
H -6.011 -0.727 -2.265
C 0.038 -3.301 -2.970
C 1.191 -3.002 -3.606
C 1.966 -1.972 -3.159
C 1.596 -1.224 -2.023
C 0.454 -1.512 -1.375
C -0.324 -2.598 -1.801
C 2.363 -0.161 -1.409
C 3.567 0.251 -2.002
C 4.180 1.375 -1.561
C 3.601 2.137 -0.538
C 4.051 3.413 -0.145
C 3.391 4.034 0.905
C 2.387 3.461 1.672
C 1.894 2.229 1.267
C 2.475 1.588 0.137
N 1.884 0.456 -0.322
H -0.553 -4.105 -3.410
H 1.466 -3.714 -4.414
H 2.875 -1.805 -3.697
H -1.271 -2.791 -1.433
H 3.926 -0.327 -2.849
H 5.108 1.681 -2.085
H 4.894 3.827 -0.719
H 3.783 5.006 1.197
H 2.089 3.959 2.620
H 1.141 1.835 1.900

Atomic partial charges in e from the Mulliken method, atoms 1 to 4: 0.53, -0.99, 0.90, -0.97

Below is C12H16IrN8OS3SbSe4 as an isolated structure, with properties calculated with ωB97M-V/def2-TZVPD.

Summary:
Gap between HOMO and LUMO (alpha / beta): 7.419 / 4.767 eV
E_LUMO (alpha / beta): -3.17 / -5.77 eV
Energy: -329929.6914 eV
Spin multiplicity: 6
Total charge: +1

Geometry (Å):
Ir 0.092 -0.888 -0.332
O 1.340 -1.410 1.558
N 0.620 -1.628 2.662
C 1.191 -1.369 3.856
C 0.498 -1.637 5.007
C -0.791 -2.160 4.920
C -1.355 -2.400 3.692
C -0.634 -2.128 2.527
S -1.207 -2.461 0.929
H 2.190 -0.961 3.790
H 0.966 -1.436 5.956
H -1.350 -2.378 5.817
H -2.351 -2.800 3.594
C -1.009 0.108 -6.183
C -1.843 -0.084 -4.980
N -3.107 -0.366 -4.963
N -3.427 -0.457 -3.647
C -2.388 -0.243 -2.834
S -2.405 -0.302 -1.140
N -1.355 0.006 -3.694
N -0.077 0.330 -3.279
H -1.641 0.005 -7.060
H -0.218 -0.641 -6.232
H -0.549 1.095 -6.189
H -4.369 -0.686 -3.369
H 0.136 1.302 -3.490
H 0.611 -0.289 -3.696
C 1.209 3.643 1.976
N -0.100 3.021 1.779
C -1.307 3.799 2.026
C -0.175 1.832 1.285
N -0.209 0.755 0.861
H 1.287 3.970 3.011
H 1.304 4.498 1.305
H 1.987 2.913 1.767
H -1.295 4.157 3.055
H -2.179 3.168 1.872
H -1.343 4.649 1.342
S 1.833 -4.300 -2.954
C 1.077 -3.197 -2.116
N 0.510 -2.370 -1.494
Se 3.992 0.938 2.669
Sb 3.871 -0.503 0.791
Se 3.714 -2.968 1.081
Se 6.009 -0.283 -0.465
Se 2.247 0.154 -1.013

Atomic partial charges in e from the natural (NBO) method, atoms 1 to 4: 1.01, -0.62, 0.01, 0.04

Below is an isolated molecule of C3H3NOS3 in a non-equilibrium geometry, with properties calculated with ωB97M-V/def2-TZVPD.

Summary:
Gap between HOMO and LUMO: 7.548 eV
Energy above the lowest of the compared OMol25 structures with the same formula, charge and spin: 305.0 kJ/mol
E_LUMO: -1.67 eV
Structure (SMILES): ON(C=S)C(=S)C=S
Energy: -39199.2803 eV

Geometry (Å):
C -1.102 0.230 -0.991
C 0.384 -0.290 0.943
C 0.442 1.210 1.365
H -0.942 -1.885 -1.526
H -1.111 1.311 -0.795
H 0.115 1.225 2.436
N -0.280 -0.537 -0.242
O -0.383 -1.942 -0.637
S -1.761 -0.357 -2.385
S 1.304 -1.388 1.681
S 0.996 2.479 0.626

Atomic partial charges in e from the natural (NBO) method, atoms 1 to 4: -0.09, -0.02, -0.37, 0.46

Below is a 2-piece molecular cluster, CH4Cl2SSi overall in a non-equilibrium geometry, with properties calculated with ωB97M-V/def2-TZVPD.

Summary:
Gap between HOMO and LUMO: 7.572 eV
Energy above the lowest of the compared OMol25 structures with the same formula, charge and spin: 0.0 kJ/mol
E_LUMO: -1.28 eV
Energy: -44860.8435 eV

Geometry (Å):
C 0.805 -0.952 0.495
Si -0.195 0.581 0.062
S 0.122 1.336 -1.902
Cl -0.759 1.960 1.370
Cl -2.521 -1.647 -0.035
H 1.583 -0.749 1.228
H 0.121 -1.704 0.889
H 1.267 -1.365 -0.402
H -0.423 2.541 -1.705

Atomic partial charges in e from the natural (NBO) method, atoms 1 to 4: -1.15, 1.49, -0.35, -0.30

Below is C31H46As3IrN4O as an isolated structure in a non-equilibrium geometry, with properties calculated with ωB97M-V/def2-TZVPD.

Summary:
Gap between HOMO and LUMO (alpha / beta): 7.208 / 4.094 eV
Energy above the lowest of the compared OMol25 structures with the same formula, charge and spin: 81.0 kJ/mol
E_LUMO (alpha / beta): -8.07 / -11.19 eV
Energy: -226232.8345 eV
Spin multiplicity: 2
Total charge: +3

Geometry (Å):
Ir -0.062 0.533 -0.393
C -0.677 1.032 3.956
C -2.043 1.256 4.022
C -2.778 1.249 2.848
C -2.141 1.011 1.643
N -0.804 0.762 1.587
C -0.098 0.793 2.723
C -2.842 1.041 0.341
C -4.203 1.187 0.134
C -4.683 1.132 -1.167
C -3.813 0.962 -2.232
C -2.457 0.853 -1.973
N -2.022 0.878 -0.708
C -1.377 0.820 -2.967
C -1.601 0.952 -4.327
C -0.532 1.148 -5.182
C 0.741 1.246 -4.645
C 0.903 1.063 -3.286
N -0.119 0.798 -2.460
H -0.058 1.046 4.841
H -2.527 1.451 4.969
H -3.839 1.447 2.870
H 0.963 0.626 2.628
H -4.883 1.324 0.961
H -5.744 1.227 -1.351
H -4.192 0.936 -3.243
H -2.609 0.940 -4.715
H -0.694 1.258 -6.245
H 1.602 1.455 -5.263
H 1.883 1.118 -2.836
C 3.790 0.673 -0.499
As 2.211 -0.434 -0.404
C 2.497 -1.516 -2.000
C 2.709 -1.690 1.017
C 1.785 -2.877 1.475
C 0.935 -2.480 2.674
C 0.872 -3.418 0.333
As -0.728 -2.441 -0.281
C -1.196 -3.421 -1.890
C -2.127 -3.036 0.926
C 2.697 -4.091 1.802
As 4.025 -4.140 3.283
C 4.594 -2.331 3.679
C 2.939 -4.527 4.839
H 4.632 0.022 -0.738
H 3.973 1.177 0.444
H 3.680 1.415 -1.289
H 3.118 -2.373 -1.740
H 3.040 -0.925 -2.735
H 1.569 -1.864 -2.446
H 2.997 -1.071 1.867
H 3.628 -2.122 0.609
H 0.241 -1.681 2.412
H 1.554 -2.126 3.500
H 0.355 -3.332 3.034
H 0.429 -4.361 0.671
H 1.457 -3.651 -0.558
H -1.236 -4.486 -1.656
H -0.469 -3.259 -2.680
H -2.181 -3.101 -2.224
H -2.037 -4.115 1.056
H -3.094 -2.823 0.476
H -2.050 -2.554 1.895
H 3.255 -4.355 0.900
H 2.075 -4.962 2.029
H 5.150 -1.894 2.852
H 5.273 -2.394 4.532
H 3.748 -1.704 3.960
H 2.359 -5.433 4.672
H 2.283 -3.691 5.075
H 3.602 -4.709 5.685
C 0.529 3.517 -0.461
C 0.974 2.260 0.190
O 1.801 2.167 1.107
H 1.057 4.356 -0.005
H -0.550 3.615 -0.357
H 0.732 3.463 -1.531
C -2.746 7.122 -2.474
C -3.296 5.819 -3.061
C -2.659 4.637 -2.471
N -2.134 3.734 -1.986
H -3.255 7.964 -2.937
H -1.680 7.220 -2.667
H -2.915 7.170 -1.400
H -3.135 5.777 -4.140
H -4.371 5.736 -2.892

Atomic partial charges in e from the Mulliken method, atoms 1 to 4: 0.25, -1.04, -0.93, -0.73

Below is C44H34AgCl2NO2P2S as an isolated structure, with properties calculated with ωB97M-V/def2-TZVPD.

Summary:
Gap between HOMO and LUMO: 4.966 eV
E_LUMO: 4.25 eV
Energy: -110220.0157 eV
Total charge: -2

Geometry (Å):
Ag -0.850 1.395 -0.378
O 0.302 -1.345 3.478
S 0.307 -0.599 2.173
C 1.339 0.868 2.544
C 1.470 1.177 3.892
C 2.244 2.255 4.291
C 2.909 3.009 3.333
C 2.833 2.650 1.996
C 2.070 1.564 1.572
P 2.072 0.949 -0.183
C 3.564 -0.137 -0.116
C 3.926 -0.739 -1.325
C 4.966 -1.650 -1.382
C 5.654 -1.997 -0.222
C 5.286 -1.426 0.985
C 4.246 -0.501 1.038
C 2.803 2.393 -1.084
C 1.937 3.177 -1.844
C 2.416 4.259 -2.574
C 3.768 4.567 -2.564
C 4.646 3.781 -1.825
C 4.165 2.703 -1.096
C -1.326 0.204 2.078
C -1.675 1.150 3.037
C -2.978 1.600 3.118
C -3.940 1.060 2.274
C -3.595 0.081 1.359
C -2.279 -0.360 1.207
P -1.852 -1.812 0.068
C -3.405 -2.805 1.090
C -4.665 -3.231 0.654
C -5.467 -4.092 1.407
C -5.034 -4.546 2.644
C -3.790 -4.130 3.114
C -2.999 -3.290 2.342
C -2.973 -1.683 -1.398
C -3.628 -0.531 -1.831
C -4.398 -0.533 -2.986
C -4.520 -1.685 -3.754
C -3.859 -2.836 -3.345
C -3.101 -2.832 -2.181
H 0.958 0.543 4.607
H 2.327 2.505 5.342
H 3.505 3.864 3.628
H 3.379 3.231 1.265
H 3.357 -0.516 -2.224
H 5.218 -2.116 -2.327
H 6.456 -2.724 -0.260
H 5.799 -1.706 1.898
H 3.966 -0.072 1.993
H 0.880 2.935 -1.859
H 1.725 4.854 -3.159
H 4.142 5.407 -3.137
H 5.706 4.006 -1.819
H 4.859 2.083 -0.539
H -0.926 1.558 3.701
H -3.242 2.369 3.835
H -4.968 1.396 2.337
H -4.363 -0.362 0.740
H -5.045 -2.885 -0.305
H -6.435 -4.404 1.025
H -5.652 -5.216 3.233
H -3.436 -4.472 4.081
H -2.018 -2.994 2.716
H -3.511 0.399 -1.285
H -4.888 0.383 -3.299
H -5.106 -1.679 -4.665
H -3.926 -3.742 -3.938
H -2.596 -3.739 -1.866
C -0.460 4.195 1.141
C -1.388 3.347 0.270
O -2.497 3.818 0.038
H -0.987 5.080 1.521
H 0.411 4.497 0.548
H -0.080 3.588 1.970
Cl -0.603 0.911 -3.547
C 0.300 -0.546 -3.176
C 1.100 -1.036 -4.188
C 1.856 -2.190 -3.999
C 1.804 -2.795 -2.751
C 1.016 -2.283 -1.735
Cl 1.249 -3.028 -0.164
C 0.140 -1.145 -1.866
N -0.631 -0.647 -0.929
H 1.117 -0.511 -5.136
H 2.477 -2.589 -4.791
H 2.422 -3.657 -2.532

Atomic partial charges in e from the Mulliken method, atoms 1 to 4: -0.02, -0.82, 1.09, -0.18

Below is an isolated molecule of C4H8O2, with properties calculated with ωB97M-V/def2-TZVPD.

Summary:
Gap between HOMO and LUMO: 11.080 eV
Energy above the lowest of the compared OMol25 structures with the same formula, charge and spin: 207.3 kJ/mol
E_LUMO: 0.92 eV
Structure (SMILES): C[C@@]1(CO)CO1
Energy: -8371.1334 eV

Geometry (Å):
C 0.693 1.448 0.330
C 0.118 0.071 0.184
C -0.853 -0.194 -0.977
O -1.852 -1.141 -0.712
C 0.873 -1.114 0.588
O -0.140 -0.560 1.425
H 0.086 1.970 1.075
H 0.659 2.002 -0.612
H 1.727 1.416 0.690
H -0.227 -0.634 -1.754
H -1.267 0.727 -1.418
H -2.316 -0.892 0.099
H 1.906 -1.031 0.934
H 0.594 -2.070 0.149

Atomic partial charges in e from the natural (NBO) method, atoms 1 to 4: -0.63, 0.17, -0.08, -0.71

Number 1: molar mass 133.18 g mol⁻¹. Number 2: molar mass 825.92 g mol⁻¹. Number 3: molar mass 1014.33 g mol⁻¹. Number 4: molar mass 165.26 g mol⁻¹. Number 5: molar mass 147.10 g mol⁻¹. Number 6: molar mass 907.72 g mol⁻¹. Number 7: molar mass 881.55 g mol⁻¹. Number 8: molar mass 88.11 g mol⁻¹.